No. 1
The following is a DFT calculation (the ωB97M-V functional and the def2-TZVPD basis) of a structure of composition C20H22O10P2SSbW.

Last column: Mulliken charge in e.
Positions of all 57 atoms, in Å:
W1 -0.23002 -0.02535 1.37024  2.13
O1 -0.29232 1.34508 -2.47464  -0.50
P1 -0.51954 1.13380 -0.98887  0.92
O2 0.71784 1.08154 -0.03518  -0.28
O3 -1.02477 -0.26844 -0.60971  -0.41
O4 -1.52355 2.23576 -0.43810  -0.25
P2 -1.78450 2.19525 1.20126  0.78
O5 -2.89091 3.18783 1.48740  -0.49
O6 -0.41646 2.22866 1.82567  -0.43
O7 -2.18081 0.73162 1.48945  -0.56
H1 -0.31723 2.21306 -2.91486  0.38
H2 -2.79630 4.15164 1.57668  0.42
C1 -2.58468 -2.02757 2.44066  -0.74
O8 -1.75227 -1.60863 1.29849  -0.18
H3 -3.53508 -1.50463 2.39693  0.31
H4 -2.04811 -1.75831 3.34561  0.35
H5 -2.70779 -3.10410 2.37519  0.28
H6 -2.25038 -1.58937 0.46648  0.31
O9 -0.33079 0.20592 3.43771  -0.57
C2 0.84545 0.71675 3.50258  0.23
O10 1.46900 0.70079 2.40579  -0.43
H7 1.25554 1.12503 4.42562  0.46
S1 0.86995 -1.93688 1.91699  -0.34
Sb1 1.87706 -2.52051 -0.32335  1.63
C3 0.39365 -3.58315 -1.30439  1.11
C4 -0.33561 -3.04626 -2.36788  -0.22
C5 -1.23976 -3.85851 -3.03186  -0.86
C6 -1.41769 -5.17828 -2.62892  -0.58
C7 -0.69454 -5.70092 -1.56346  -0.71
C8 0.22142 -4.90678 -0.89234  -0.78
C9 2.77429 -0.94147 -1.31951  0.82
C10 3.65802 -0.12270 -0.61500  -0.54
C11 4.39736 0.81222 -1.31930  -0.73
C12 4.26011 0.91213 -2.70125  -0.58
C13 3.38387 0.08443 -3.39195  -0.85
C14 2.62405 -0.85214 -2.70416  -0.49
C15 3.36444 -3.73734 0.46808  1.11
C16 4.54696 -3.76955 -0.27078  -0.51
C17 5.55585 -4.63216 0.13403  -0.77
C18 5.38334 -5.42484 1.26039  -0.53
C19 4.20117 -5.37342 1.99259  -0.78
C20 3.17760 -4.52753 1.59962  -0.60
H8 -0.20172 -2.02067 -2.68479  0.26
H9 -1.80005 -3.46839 -3.87089  0.46
H10 -2.12070 -5.80822 -3.15773  0.44
H11 -0.83265 -6.73139 -1.26568  0.46
H12 0.80650 -5.32815 -0.08340  0.39
H13 3.78446 -0.21550 0.45779  0.45
H14 5.09461 1.45162 -0.79500  0.47
H15 4.85544 1.63330 -3.24571  0.46
H16 3.30421 0.15224 -4.46877  0.49
H17 1.96587 -1.51613 -3.25116  0.50
H18 4.69460 -3.14288 -1.14217  0.39
H19 6.47811 -4.67703 -0.42901  0.44
H20 6.17827 -6.08759 1.57510  0.43
H21 4.07714 -5.99441 2.86923  0.43
H22 2.25852 -4.50057 2.17374  0.38

Cartesian forces, eV/Å:
-0.52 0.36 0.63
0.14 0.02 0.00
-0.05 -0.18 0.04
0.08 -0.36 0.17
0.01 -0.02 0.14
0.09 -0.03 -0.05
0.08 -0.04 0.05
-0.03 -0.01 0.01
-0.08 0.23 -0.03
0.08 0.17 -0.16
-0.05 0.00 0.00
0.01 0.01 -0.01
-0.02 0.05 0.00
0.19 -0.24 0.16
0.01 0.01 0.01
0.01 -0.03 0.00
-0.02 0.00 -0.01
-0.15 0.14 0.11
-0.13 -0.17 -0.38
0.05 -0.09 -0.02
-0.07 0.31 0.14
0.00 -0.03 0.02
0.21 0.27 -0.71
0.35 -0.53 -0.23
0.01 0.07 0.05
-0.05 0.01 0.05
0.00 0.01 0.00
0.00 -0.01 0.00
0.01 0.00 0.01
0.01 -0.01 -0.04
-0.15 0.01 0.03
0.02 0.00 -0.01
0.00 0.01 0.00
0.00 0.00 0.01
-0.02 0.00 -0.01
0.00 0.03 -0.01
0.00 0.01 0.07
0.01 0.03 0.02
0.00 0.00 0.01
-0.01 0.01 0.00
0.01 0.00 -0.01
-0.07 -0.04 0.00
0.01 0.02 -0.01
0.00 0.00 0.00
0.00 0.00 0.00
0.00 0.00 0.00
0.01 -0.01 0.01
0.00 0.00 0.00
0.00 0.00 0.00
0.00 0.00 0.00
0.00 0.00 0.00
0.01 0.00 0.01
0.01 0.01 -0.01
0.00 0.00 0.00
0.00 0.00 0.00
0.00 0.00 0.00
0.01 0.00 -0.01

Charge = +3
Maximum force = 0.0174 hartree/bohr
Energy above the lowest of the compared OMol25 structures with the same formula, charge and spin = 0.409 eV
HOMO = -17.26 eV
LUMO = -12.282 eV
Gap between HOMO and LUMO = 4.974 eV

=====

No. 2
The following is a DFT calculation (the ωB97M-V functional and the def2-TZVPD basis) of an isolated molecule of C3H8N2S.

Last column: Mulliken charge in e.
Positions of all 14 atoms, in Å:
C1 -2.08890 -0.49664 -0.18536  -0.88
N1 -0.79212 -1.06178 0.02143  -0.59
C2 0.20520 -0.26954 0.04230  0.80
C3 0.18203 1.24997 0.00832  -1.18
N2 1.43925 -0.89537 0.16996  -0.31
S1 3.01874 -0.32632 -0.25074  -0.19
H1 -2.12809 -0.08280 -1.20256  0.33
H2 -2.91273 -1.28609 -0.14526  0.23
H3 -2.31824 0.29835 0.52271  0.31
H4 1.02927 1.60370 -0.53619  0.42
H5 -0.71353 1.56819 -0.54935  0.32
H6 0.30221 1.71535 0.96281  0.27
H7 1.36246 -1.91031 0.02615  0.32
H8 3.41446 -0.10670 1.11577  0.15

Cartesian forces, eV/Å:
-1.40 -0.67 -0.40
0.68 0.08 -0.18
-0.20 0.19 0.30
-0.45 -0.90 -1.21
1.26 -1.02 -0.49
-0.78 0.29 2.42
-0.25 0.08 0.13
1.22 0.96 0.15
-0.25 0.06 0.10
0.66 0.16 -0.60
0.32 0.11 0.62
-0.45 0.09 0.83
-0.13 0.76 0.26
-0.22 -0.18 -1.92

Structure (SMILES) = C/N=C(\C)NS
Maximum force = 0.0497 hartree/bohr
Energy above the lowest of the compared OMol25 structures with the same formula, charge and spin = 1.574 eV
HOMO = -8.75 eV
LUMO = 0.774 eV
Gap between HOMO and LUMO = 9.520 eV